# 1
# C15H20Cl2N5O4S5V

A molecular structure, C15H20Cl2N5O4S5V (ωB97M-V with the def2-TZVPD basis set, the OMol25 dataset).

Structure (ORCA input):
```
! wB97M-V def2-TZVPD RIJCOSX def2/J DEFGRID3
* xyz 0 3
V 6.93 8.95 11.81
S 9.34 7.93 15.63
C 8.46 8.13 14.25
S 6.95 7.43 13.87
S 9.07 9.13 12.88
N 6.37 10.97 12.97
C 4.91 11.31 13.07
C 4.34 11.65 14.42
C 4.66 13.00 14.97
C 6.19 13.11 15.47
N 6.42 12.12 16.48
C 7.29 11.10 16.41
N 8.47 11.24 15.88
N 7.02 9.91 17.01
C 4.28 10.11 12.42
O 3.09 10.06 12.36
O 5.07 9.16 11.86
H 6.83 10.76 13.89
H 6.93 11.61 12.40
H 4.76 12.10 12.40
H 4.69 10.88 15.18
H 3.20 11.41 14.34
H 3.96 13.44 15.70
H 4.60 13.83 14.23
H 6.49 14.05 15.92
H 6.96 12.99 14.70
H 5.58 11.98 17.06
H 8.72 12.07 15.35
H 9.11 10.46 15.71
H 6.06 9.59 17.12
H 7.71 9.22 17.03
Cl 4.39 4.40 15.06
C 5.78 4.59 16.13
Cl 5.32 5.49 17.61
H 6.57 5.12 15.50
H 6.09 3.55 16.33
O 8.80 5.95 10.12
S 7.51 6.28 9.59
O 6.34 5.45 9.78
N 7.13 7.84 10.08
C 7.23 8.76 9.11
S 7.03 10.38 9.56
C 7.59 8.20 7.77
C 7.57 8.91 6.61
C 7.71 8.15 5.45
C 7.79 6.78 5.54
C 7.75 6.10 6.76
C 7.74 6.86 7.87
H 7.28 9.98 6.62
H 7.68 8.66 4.48
H 7.91 6.26 4.57
H 7.95 5.01 6.74
*
```

The HOMO-LUMO gap (spin up / spin down) comes out at 7.39 / 7.56 eV. For the HOMO energy (spin up / spin down), the calculation gives -8.0 / -8.0 eV. The calculation puts the maximum force at 0.0671 Eh/bohr. The calculation puts the LUMO energy (spin up / spin down) at -0.62 / -0.45 eV.



# 2
# C15H20ClOV

A molecular structure, C15H20ClOV (ωB97M-V with the def2-TZVPD basis set, the OMol25 dataset).

Structure (ORCA input):
```
! wB97M-V def2-TZVPD RIJCOSX def2/J DEFGRID3
* xyz -1 2
V 0.00 0.00 0.00
C 0.08 -2.28 -0.57
C -1.21 -1.86 -0.97
C -1.07 -0.92 -2.00
H -2.13 -2.15 -0.50
C 0.31 -0.74 -2.25
C 1.01 -1.61 -1.39
H 2.08 -1.74 -1.36
H 0.30 -2.98 0.21
H -1.87 -0.39 -2.48
H 0.74 -0.08 -2.99
C 1.31 0.56 1.95
C 2.16 -0.10 1.05
C 2.27 0.71 -0.11
H 2.63 -1.05 1.21
C 1.47 1.85 0.07
C 0.86 1.74 1.35
H 0.14 2.42 1.77
H 0.97 0.17 2.90
H 2.86 0.49 -0.98
H 1.37 2.65 -0.63
O -1.59 1.50 -0.42
C -1.82 2.70 -1.27
C -3.34 2.44 -1.20
C -1.18 2.57 -2.62
C -1.40 3.95 -0.53
C -3.02 1.34 -0.20
H -3.75 2.08 -2.14
H -3.93 3.27 -0.83
H -3.27 1.55 0.84
H -3.35 0.34 -0.44
H -1.46 3.42 -3.25
H -1.48 1.66 -3.12
H -0.09 2.57 -2.54
H -2.01 4.79 -0.85
H -0.36 4.20 -0.73
H -1.52 3.83 0.54
Cl -1.40 -0.82 1.78
*
```

The HOMO-LUMO gap (spin up / spin down) comes out at 4.57 / 4.61 eV. For the HOMO energy (spin up / spin down), the calculation gives -1.6 / -1.7 eV. The calculation puts the maximum force at 0.0251 Eh/bohr. The calculation puts the LUMO energy (spin up / spin down) at 2.93 / 2.93 eV.



# 3
# C15H20F10N3O5PS2Tc

A molecular structure, C15H20F10N3O5PS2Tc (ωB97M-V with the def2-TZVPD basis set, the OMol25 dataset).

Structure (ORCA input):
```
! wB97M-V def2-TZVPD RIJCOSX def2/J DEFGRID3
* xyz 2 4
Tc 0.47 -0.12 -0.50
C 3.13 -0.11 0.95
N 2.50 0.46 -0.27
C 3.30 0.04 -1.45
C 2.47 1.95 -0.19
C 1.43 2.41 0.81
N 0.18 1.65 0.62
C -1.00 2.15 1.03
C -2.14 1.29 1.11
F -1.97 -0.02 0.94
C -3.39 1.74 1.41
F -4.39 0.87 1.47
C -3.62 3.08 1.70
C -2.53 3.95 1.69
F -2.71 5.22 1.97
C -1.26 3.52 1.40
F -0.30 4.43 1.42
H 4.14 0.28 1.04
H 3.16 -1.19 0.85
H 2.55 0.15 1.83
H 4.34 0.34 -1.31
H 2.92 0.51 -2.35
H 3.25 -1.04 -1.56
H 2.22 2.32 -1.18
H 3.46 2.32 0.08
H 1.29 3.48 0.69
H 1.76 2.24 1.84
H -4.61 3.45 1.94
F -2.43 1.57 -2.73
C -1.56 2.06 -3.61
F -1.18 3.26 -3.23
F -2.07 2.07 -4.81
S -0.05 0.98 -3.58
O 0.40 1.12 -2.15
O 0.86 1.45 -4.55
N -0.59 -0.49 -3.83
S -0.62 -1.43 -2.59
O 0.72 -1.71 -2.02
O -1.47 -0.96 -1.48
C -1.29 -3.00 -3.30
F -0.39 -3.51 -4.10
F -1.50 -3.80 -2.26
F -2.42 -2.74 -3.92
C -1.15 -1.91 3.14
P 0.06 -2.51 1.98
C 1.47 -3.09 2.91
C -0.64 -3.87 1.07
O 0.52 -1.41 1.01
H -1.33 -2.68 3.90
H -2.09 -1.70 2.63
H -0.78 -1.01 3.62
H 1.17 -3.91 3.56
H 1.85 -2.27 3.52
H 2.24 -3.43 2.22
H -1.06 -4.61 1.76
H 0.13 -4.34 0.46
H -1.44 -3.49 0.42
*
```

The HOMO-LUMO gap (spin up / spin down) comes out at 8.99 / 6.47 eV. For the HOMO energy (spin up / spin down), the calculation gives -15.0 / -15.4 eV. The calculation puts the maximum force at 0.0156 Eh/bohr. The calculation puts the LUMO energy (spin up / spin down) at -6.01 / -8.93 eV.



# 4
# C15H20F9N10ORu

A molecular structure, C15H20F9N10ORu (ωB97M-V with the def2-TZVPD basis set, the OMol25 dataset).

Structure (ORCA input):
```
! wB97M-V def2-TZVPD RIJCOSX def2/J DEFGRID3
* xyz 2 6
Ru -0.13 -0.51 -0.31
C 0.94 -2.73 -1.20
C 1.38 -1.73 -2.08
C 0.57 -1.34 -3.16
C -0.68 -1.93 -3.34
C -1.13 -2.89 -2.44
C -0.33 -3.29 -1.37
H 1.60 -3.13 -0.44
H 2.38 -1.32 -1.99
H 0.92 -0.59 -3.84
H -1.29 -1.64 -4.18
H -2.11 -3.34 -2.58
H -0.68 -4.06 -0.70
C 4.33 0.86 3.02
N 3.69 0.05 1.99
C 4.47 -1.05 1.42
C 2.48 0.32 1.47
N 1.88 -0.44 0.60
N 1.91 1.52 1.88
C 0.60 1.91 1.74
N 0.30 3.10 2.27
N -0.27 1.15 1.16
H 5.00 0.23 3.58
H 3.60 1.24 3.73
H 4.91 1.68 2.58
H 5.43 -1.08 1.92
H 4.64 -0.91 0.36
H 3.98 -2.01 1.60
H 2.43 -1.27 0.42
H 2.53 2.18 2.32
H 1.01 3.71 2.66
H -0.60 3.52 2.09
H -1.20 1.56 1.13
F -0.57 3.53 -2.90
C -0.56 2.66 -1.91
F -0.53 3.33 -0.75
F 0.58 1.94 -1.98
C -1.77 1.67 -1.97
O -1.47 0.49 -1.35
C -3.01 2.31 -1.26
F -4.11 1.62 -1.52
F -2.84 2.29 0.08
F -3.18 3.57 -1.63
C -2.13 1.36 -3.46
F -1.00 1.10 -4.14
F -2.76 2.36 -4.05
F -2.89 0.27 -3.52
N -4.44 -1.11 2.77
N -3.24 -1.56 2.27
N -2.54 -2.50 2.87
C -1.44 -2.53 2.14
N -1.50 -1.64 1.14
N -2.67 -1.01 1.25
H -4.84 -1.87 3.32
H -5.03 -0.85 1.99
H -0.63 -3.21 2.31
*
```

The HOMO-LUMO gap (spin up / spin down) comes out at 10.06 / 7.57 eV. For the HOMO energy (spin up / spin down), the calculation gives -15.1 / -15.7 eV. The calculation puts the maximum force at 0.0095 Eh/bohr. The calculation puts the LUMO energy (spin up / spin down) at -5.02 / -8.11 eV.



# 5
# C15H20FN5O

2 unconnected molecules or ions with the total composition C15H20FN5O (ωB97M-V with the def2-TZVPD basis set, the OMol25 dataset).

Structure (ORCA input):
```
! wB97M-V def2-TZVPD RIJCOSX def2/J DEFGRID3
* xyz 0 1
C -2.96 -2.69 -0.20
H -2.66 -2.40 -1.32
H -3.85 -3.03 -0.26
H -2.23 -3.47 -0.02
C -2.91 -1.65 0.48
N -1.67 -0.96 0.58
C -0.94 -0.51 1.69
C 0.25 0.12 0.76
N 0.06 -0.10 -0.54
N -0.97 -0.75 -0.65
C 1.42 0.93 1.48
O 1.57 0.90 2.56
N 2.33 1.04 0.40
H 2.11 1.12 -0.41
C 3.62 1.70 0.69
C 4.64 0.66 0.59
N 4.72 0.23 -0.91
C 5.92 0.55 -1.54
H 6.85 0.03 -1.34
H 5.80 0.52 -2.57
H 6.24 1.63 -1.53
C 4.03 -0.83 -1.10
H 4.02 -0.90 -2.28
H 3.11 -0.99 -0.61
H 4.81 -1.57 -1.16
H 4.63 -0.19 1.05
H 5.69 0.92 0.75
H 3.69 2.10 1.85
H 3.72 2.60 0.35
H -1.09 -0.44 2.62
C -3.98 -0.34 0.22
C -3.91 0.27 -1.03
C -4.83 1.25 -1.23
C -5.97 1.23 -0.44
C -6.12 0.57 0.75
C -5.06 -0.07 1.12
H -5.17 -0.84 1.82
H -6.95 0.80 1.64
F -6.93 2.29 -0.74
H -4.90 1.92 -2.06
H -2.93 0.08 -1.38
H -3.20 -1.70 1.91
*
```

The HOMO-LUMO gap comes out at 7.91 eV. For the HOMO energy, the calculation gives -7.4 eV. The calculation puts the maximum force at 0.3818 Eh/bohr. The calculation puts the LUMO energy at 0.49 eV.



# 6
# C15H20FNO7S

C15H20FNO7S in the gas phase (ωB97M-V with the def2-TZVPD basis set, the OMol25 dataset).

Structure (ORCA input):
```
! wB97M-V def2-TZVPD RIJCOSX def2/J DEFGRID3
* xyz 0 1
C -4.83 -3.13 2.73
O -3.91 -2.18 2.16
C -4.49 -1.32 1.29
O -5.66 -1.36 1.01
C -3.46 -0.44 0.66
C -2.12 -0.76 0.79
C -1.11 -0.01 0.21
N 0.26 -0.35 0.35
C 1.05 -0.63 -0.74
O 0.63 -0.71 -1.87
C 2.54 -0.78 -0.39
C 3.23 0.54 -0.69
C 4.69 0.49 -0.29
S 5.59 1.95 -0.70
C 4.86 3.22 0.28
O 6.94 1.76 -0.24
O 5.34 2.25 -2.08
O 3.15 -1.78 -1.16
C 2.63 -3.07 -0.93
C -1.50 1.09 -0.54
F -0.55 1.86 -1.09
C -2.82 1.44 -0.72
C -3.82 0.68 -0.12
O -5.12 0.98 -0.22
C -5.52 2.01 -1.11
H -4.24 -3.75 3.39
H -5.62 -2.62 3.28
H -5.29 -3.74 1.95
H -1.84 -1.64 1.36
H 0.66 -0.35 1.27
H 2.64 -1.03 0.68
H 3.14 0.73 -1.76
H 2.70 1.34 -0.17
H 4.84 0.33 0.78
H 5.22 -0.30 -0.83
H 5.46 4.10 0.09
H 3.84 3.38 -0.05
H 4.92 2.93 1.32
H 3.23 -3.77 -1.51
H 2.70 -3.34 0.13
H 1.58 -3.14 -1.25
H -3.04 2.32 -1.30
H -6.61 1.95 -1.15
H -5.23 3.00 -0.74
H -5.11 1.85 -2.10
*
```

The HOMO-LUMO gap comes out at 9.28 eV. Its structure (SMILES) is COC(=O)c1cc(NC(=O)[C@H](CCS(C)(=O)=O)OC)c(F)cc1OC. For the HOMO energy, the calculation gives -9.0 eV. The calculation puts the maximum force at 0.0147 Eh/bohr. The calculation puts the LUMO energy at 0.27 eV.